DFT (ωB97M-V/def2-TZVPD) results for a structure of composition C2H4Br2ClNi.

The geometry in XYZ format:
```
10
C2H4Br2ClNi | the Open Molecules 2025 dataset | ωB97M-V/def2-TZVPD
Br 19.86825 -33.83012 -30.07836
Br 22.12070 -37.63480 -28.62733
Ni 19.17176 -38.09038 -31.65471
Cl 18.96960 -37.49720 -29.96500
C 20.84303 -36.13592 -28.54155
C 20.93399 -35.45651 -29.93665
H 21.22415 -35.43595 -27.79798
H 19.80758 -36.41811 -28.35091
H 20.75096 -36.07525 -30.81515
H 22.00545 -35.28879 -30.04603
```

Properties
Multiplicity: 3
Expectation value of S²: 2.01
Kohn-Sham gap (alpha / beta), hartree: 0.2454 / 0.1923
Net charge: +1
Energy relative to the best compared isomer or geometry (same formula, charge and spin), eV: 1.324

Atom charges from the Löwdin analysis, given in e for atoms 1 to 2:
1. Br 0.6671
2. Br 0.6589